Below is a 2-piece molecular cluster, C8H8FNO4S overall at a distorted geometry, with properties calculated with ωB97M-V with the def2-TZVPD basis set.

For the LUMO energy (alpha / beta), the calculation gives -0.136 / -0.138 Eh. For the HOMO-LUMO gap (alpha / beta), the calculation gives 6.42 / 6.33 eV. For the HOMO energy (alpha / beta), the calculation gives -10.125 / -10.094 eV.

```
! RIJCOSX wB97M-V def2-TZVPD def2/J DEFGRID3
* xyz 0 1
C 3.18282 0.76230 -0.11003
C 2.56471 -0.38414 0.41026
C 2.42566 1.58513 -0.89194
C 1.27377 -0.68788 0.18986
C 1.12982 1.31375 -1.14548
C 0.54918 0.11397 -0.74072
C -3.11284 -1.13574 0.74535
C -2.41086 -0.08840 0.00587
N -2.73329 1.29218 -0.05989
O -3.91204 1.65774 0.04895
O -1.80020 1.95408 -0.42175
O -1.00946 -1.95230 -0.77383
O -1.39644 0.00819 -2.36853
F -0.90913 0.38508 1.78320
S -1.04667 -0.54468 -1.06496
H 4.27843 0.99482 -0.07509
H 3.17703 -1.07254 0.97726
H 2.73306 2.59074 -1.38146
H 0.73256 -1.61378 0.54735
H 0.60662 1.93290 -1.91488
H -2.50585 -1.53667 1.58621
H -3.05547 -1.95040 0.01012
H -4.08075 -0.83512 1.16561
*
```

***

Below is a 2-piece molecular cluster, C8H8FO3S overall at a distorted geometry, with properties calculated with ωB97M-V with the def2-TZVPD basis set.

For the LUMO energy (alpha / beta), the calculation gives 0.114 / 0.127 Eh. For the HOMO-LUMO gap (alpha / beta), the calculation gives 6.08 / 7.64 eV. For the HOMO energy (alpha / beta), the calculation gives -2.966 / -4.170 eV.

```
! RIJCOSX wB97M-V def2-TZVPD def2/J DEFGRID3
* xyz -1 1
C -1.76891 -1.83523 0.42064
C -1.20757 -0.91379 1.35218
C -1.29314 -1.92871 -0.79544
C -0.19787 -0.09926 0.86422
C -0.27895 -1.12304 -1.33270
C 0.27886 -0.14746 -0.45534
C 1.97813 1.87336 -0.26593
C 1.38409 0.61847 -0.85795
O 4.21108 0.44175 1.41336
O 5.32108 -0.58176 -0.53223
O 2.86566 -0.79585 -0.23380
F 1.68956 0.61277 -2.18963
S 4.21088 -0.67369 0.41512
H -2.58460 -2.55010 0.69536
H -1.59684 -1.13505 2.29736
H -1.78656 -2.61479 -1.47694
H 0.22351 0.60706 1.49416
H 0.20436 -1.04503 -2.27755
H 2.98719 1.69601 -0.18509
H 1.78500 2.69675 -0.95495
H 1.61184 2.07543 0.80294
*
```

***

Below is C8H8N2O3S in the gas phase at a distorted geometry, with properties calculated with ωB97M-V with the def2-TZVPD basis set.

For the LUMO energy (alpha / beta), the calculation gives -0.002 / -0.002 Eh. As for the SMILES: O=S1(=O)CN1/[N+]([O-])=C\c1ccccc1. For the HOMO-LUMO gap (alpha / beta), the calculation gives 8.62 / 8.62 eV. For the HOMO energy (alpha / beta), the calculation gives -8.668 / -8.664 eV.

```
! RIJCOSX wB97M-V def2-TZVPD def2/J DEFGRID3
* xyz 0 1
C 2.44354 1.03633 0.30030
C 1.85196 0.40874 -0.87829
C 2.00069 0.69374 1.61930
C 0.89406 -0.58253 -0.67339
C 1.07324 -0.29376 1.86491
C 0.52764 -0.83995 0.64961
C -1.81262 0.38717 -1.53372
C -0.48267 -1.90395 0.52974
N -1.87019 -0.20053 -0.23433
N -1.61031 -1.51990 -0.18465
O -2.36328 -2.26098 -0.84413
O -3.31855 1.78936 0.25136
O -0.80620 1.90913 0.56993
S -2.00828 1.38058 -0.08685
H 3.20021 1.82164 0.10037
H 1.92144 0.77361 -1.87401
H 2.62881 1.21631 2.36774
H 0.61535 -1.29648 -1.39539
H 0.54513 -0.59557 2.79480
H -0.84291 0.45576 -1.90971
H -2.48827 0.52459 -2.27476
H -0.09877 -2.90329 0.84117
*
```

***

Below is C8H8N2S in the gas phase at a distorted geometry, with properties calculated with ωB97M-V with the def2-TZVPD basis set.

For the LUMO energy (alpha / beta), the calculation gives -0.043 / -0.043 Eh. As for the SMILES: CC1(C)C2=NC=CC2=C2SN21. For the HOMO-LUMO gap (alpha / beta), the calculation gives 7.37 / 7.37 eV. For the HOMO energy (alpha / beta), the calculation gives -8.546 / -8.546 eV.

```
! RIJCOSX wB97M-V def2-TZVPD def2/J DEFGRID3
* xyz 0 1
C -2.27498 -0.76129 2.08567
C -1.41406 -1.85061 2.03220
C -1.84152 0.07583 1.02133
C -1.84112 1.36179 0.57096
C -0.58814 -0.54734 0.48205
C 0.02632 0.60447 -0.40046
C -0.19453 0.23649 -1.88227
C 1.45396 0.90617 0.03956
N -0.33170 -1.61065 1.15826
N -0.89959 1.82618 -0.33516
S -1.11809 2.82679 1.12171
H -3.11127 -0.74701 2.75819
H -1.22749 -2.70780 2.54217
H 0.59253 -0.36042 -2.18833
H -0.22732 1.22177 -2.38941
H -1.01867 -0.44838 -1.90910
H 2.06877 0.03084 -0.09482
H 1.55575 1.38702 1.05528
H 2.02655 1.50396 -0.74426
*
```

***

Below is C8H8N2S in the gas phase at a distorted geometry, with properties calculated with ωB97M-V with the def2-TZVPD basis set.

For the LUMO energy (alpha / beta), the calculation gives -0.032 / -0.032 Eh. For the HOMO-LUMO gap (alpha / beta), the calculation gives 6.89 / 6.89 eV. For the HOMO energy (alpha / beta), the calculation gives -7.767 / -7.768 eV.

```
! RIJCOSX wB97M-V def2-TZVPD def2/J DEFGRID3
* xyz 0 1
C 2.41740 -0.25688 -0.73747
C 1.68153 -1.30347 -0.14346
C 1.88618 0.95286 -0.75443
C 0.51342 -1.14187 0.46705
C 0.57091 1.28536 -0.16849
C -0.18356 0.20094 0.34673
C -1.54814 0.15179 0.80402
C -2.22324 -0.22742 1.89308
N 0.34981 2.55931 -0.12788
N -2.83471 -0.74432 -1.02385
S -1.84885 0.40812 -0.94601
H 3.26480 -0.31277 -1.49056
H 2.13369 -2.34660 -0.07727
H 2.48110 1.69242 -1.18492
H -0.00355 -1.97684 1.00424
H 1.10535 3.05931 -0.55809
H -1.69259 -0.40630 2.82387
H -3.33443 -0.30950 1.77099
H -2.73513 -1.28416 -1.89755
*
```

***

Below is a 2-piece molecular cluster, C8H8N2S2 overall at a distorted geometry, with properties calculated with ωB97M-V with the def2-TZVPD basis set.

For the LUMO energy, the calculation gives -0.008 Eh. As for the SMILES: c1ccc(-c2nncs2)cc1.S. For the HOMO-LUMO gap, the calculation gives 8.52 eV. For the HOMO energy, the calculation gives -8.731 eV.

```
! RIJCOSX wB97M-V def2-TZVPD def2/J DEFGRID3
* xyz 0 1
C 0.25365 2.85524 -0.09767
C -0.50145 2.15937 -1.03840
C 1.20994 2.21599 0.63494
C -0.43408 0.79091 -1.05109
C 1.33098 0.85992 0.63554
C 0.56448 0.13837 -0.29639
C 0.86442 -3.60371 0.13828
C 0.50877 -1.30863 -0.32524
N -0.19793 -3.33048 -0.64333
N -0.31626 -2.08665 -0.95277
S 1.51771 -2.20541 0.82320
S -2.12787 -0.88406 1.17430
H 0.17368 3.89461 0.12722
H -1.15404 2.68587 -1.74403
H 1.80518 2.76177 1.22498
H -0.97399 0.10165 -1.70491
H 2.19215 0.46688 1.20173
H -3.60518 -1.08208 0.93301
H 1.00923 -4.69503 0.48963
H -2.11937 0.26548 0.47099
*
```

***

Calculated values (kcal/mol) of energy relative to the best compared isomer or geometry (same formula, charge and spin) for the records, taken in order: 84.47, 41.30, 183.61, 140.33, 147.76, 54.89.
Calculated values (hartree) of E for the records, taken in order: -1163.10981, -1033.37684, -1042.76387, -817.15634, -817.14449, -1215.45626.